Record 1
ORCA calculation (ωB97M-V with the def2-TZVPD basis set) on C15H27BF4N5O4V as an isolated structure in a non-equilibrium geometry.

```
57
Properties=species:S:1:pos:R:3:forces:R:3
V -0.47128 0.34234 -0.04478 -1.9575 -1.2150 0.4461
C -0.49367 2.48141 -0.95566 -0.2633 0.5257 -0.2730
N -1.68423 1.61441 -1.03599 -0.7177 0.9180 -0.1627
C -2.76782 2.05058 -0.12669 -0.0890 0.1421 0.2101
C -2.18352 1.43302 -2.40705 0.1313 -0.2587 -0.1551
C -1.11092 0.78452 -3.26474 -0.0449 0.0541 0.0530
N -0.42298 -0.25866 -2.49249 0.0842 0.2085 0.1799
C -1.10398 -1.55125 -2.67321 -0.0289 -0.0062 0.0808
C 0.97856 -0.38350 -2.93168 0.0289 -0.1171 -0.0460
H -0.68728 3.38890 -0.38878 0.0785 -0.0823 0.1646
H -0.10782 2.74416 -1.93464 0.0772 -0.1639 -0.0398
H 0.33460 1.95385 -0.40572 0.4430 0.9359 -0.1771
H -3.10893 3.05894 -0.36422 0.0611 0.0181 -0.0230
H -2.41578 2.07086 0.90850 -0.0498 0.0156 -0.0781
H -3.60966 1.36466 -0.21312 0.0525 -0.0922 -0.0739
H -2.49411 2.39084 -2.83109 -0.0495 0.0387 0.0344
H -3.06335 0.79230 -2.35325 -0.0332 0.0028 0.0842
H -0.38309 1.52317 -3.59783 0.0423 -0.0108 0.0396
H -1.57591 0.37581 -4.16627 0.0596 -0.0076 -0.0727
H -1.06208 -1.87100 -3.72012 0.0066 0.0395 -0.0191
H -2.15595 -1.46320 -2.38985 0.0223 0.0054 -0.0148
H -0.60907 -2.30744 -2.06446 -0.0053 0.0175 -0.0103
H 1.03916 -0.57392 -4.00861 -0.0431 0.0344 -0.0141
H 1.44898 -1.21475 -2.41391 -0.0336 0.0098 0.0050
H 1.52728 0.53015 -2.70093 -0.0278 0.0088 -0.0154
N -1.82044 -1.26576 0.49674 -0.1651 0.2215 -0.0981
C -1.50026 -1.75206 1.86530 0.1523 0.1473 0.1497
C -1.26156 -0.53180 2.73473 -0.0475 -0.1588 -0.1998
N -0.30091 0.34212 2.03993 0.1334 0.6788 0.1716
H -2.78095 -0.93314 0.48394 -0.0803 -0.1310 -0.0349
H -1.75001 -2.02949 -0.16995 -0.0285 -0.0064 0.0099
H -0.59500 -2.35418 1.81399 0.0045 -0.0206 -0.0663
H -2.29315 -2.38115 2.26587 -0.0713 -0.0081 -0.0226
H -0.89115 -0.83196 3.71387 0.0235 0.0099 0.0419
H -2.19076 0.02226 2.87953 0.0291 0.0650 0.0188
H 0.67527 -0.01833 2.16040 -0.1816 -0.1613 -0.0177
H -0.33348 1.28075 2.44181 -0.0257 -0.0852 -0.0305
O 4.17981 -5.33006 4.02640 0.2139 -0.0588 -0.1823
C 4.40794 -4.87134 2.89625 -0.3227 0.5828 -0.1208
O 5.10418 -5.22784 1.93339 -0.1005 -0.1362 0.2251
C 3.62152 -3.54317 2.62075 0.4129 -0.6883 0.2419
C 3.66138 -2.47831 3.50746 -0.2027 0.1939 -0.1435
C 2.90538 -1.34448 3.23439 0.0166 -0.1037 0.0146
N 2.13295 -1.22652 2.15676 -0.0750 0.1833 -0.0044
C 2.11989 -2.25620 1.29259 0.0329 0.1803 0.1429
C 2.83562 -3.42342 1.47974 -0.1770 0.2636 -0.2091
C 1.25068 -2.09843 0.09208 -0.0356 -0.6296 0.2126
O 0.99580 -2.99864 -0.67520 -0.0700 0.1197 -0.1022
O 0.72288 -0.88356 -0.07049 2.6369 -1.5076 -0.2191
H 4.25629 -2.53729 4.40891 -0.0308 -0.0800 0.0036
H 2.89883 -0.50112 3.91890 0.0269 -0.0188 -0.0388
H 2.78195 -4.21798 0.74769 0.1112 -0.0100 0.0361
F 0.14912 3.03108 1.70270 -0.0461 0.1391 0.2151
B -0.96889 3.69827 2.33975 0.0405 -0.0224 -0.0153
F -0.54908 4.47493 3.38114 -0.0808 -0.0979 -0.1806
F -1.82661 2.63548 2.78973 0.1167 0.1717 -0.0236
F -1.63487 4.41711 1.32999 0.0462 -0.0530 0.1030
```
Positions in Å, forces in eV/Å.

- HOMO level (spin up / spin down) (eV) = -7.29 / -7.29
- multiplicity = 3
- gap between HOMO and LUMO (spin up / spin down) (eV) = 5.6 / 6.2

***

Record 2
ORCA calculation (ωB97M-V with the def2-TZVPD basis set) on a 7-piece molecular cluster, C15H27Cl18N2O overall.

```
63
Properties=species:S:1:pos:R:3:forces:R:3
C 4.12493 0.91565 0.70325 -0.0049 0.1276 -0.1113
C 2.70141 0.83003 0.14149 0.2714 0.1940 -0.0340
C 2.20901 2.24185 -0.26057 -0.3203 -0.2322 0.0876
C 2.70039 -0.13913 -1.05068 -0.2367 0.0116 0.2301
C 1.34049 -0.66524 -1.58337 0.1688 0.0336 -0.0118
C 0.07504 -0.26746 -0.82781 -0.2897 -0.0772 -0.1222
C -0.12944 -1.20272 0.35422 0.2091 -0.1382 -0.0803
N -1.41779 -0.89777 1.09432 0.0896 -0.1470 -0.0511
O -2.21479 -2.04721 1.27940 -0.0291 0.0084 0.0242
C -2.26591 0.13664 0.42859 0.0422 0.2436 -0.0387
C -2.34979 -0.01524 -1.08762 -0.1549 0.1127 0.0002
N -1.09953 -0.51210 -1.66867 -0.0092 0.1816 0.0733
H 4.78167 1.41864 -0.01154 -0.0011 -0.0815 -0.0347
H 4.54438 -0.07155 0.90494 -0.0399 0.0071 0.0643
H 4.14280 1.49964 1.62298 0.0080 -0.0216 -0.0792
H 2.07560 0.45946 0.96047 -0.0828 -0.1055 -0.0739
H 1.34549 2.55934 0.33102 0.0885 0.0502 0.0471
H 2.98968 2.98743 -0.11717 -0.0054 0.0178 -0.0675
H 1.89325 2.26834 -1.30664 0.1045 0.0641 -0.0094
H 3.32394 -0.99819 -0.79782 0.0060 0.0205 -0.0186
H 3.20421 0.38099 -1.86664 0.0889 -0.1128 -0.0177
H 1.36522 -1.75783 -1.62416 -0.0001 0.0199 -0.0943
H 1.21965 -0.35071 -2.62238 -0.0746 0.0518 0.0646
H 0.12968 0.78123 -0.51293 0.1651 -0.0439 0.1434
H -0.26421 -2.20032 -0.06512 -0.0280 0.0234 0.0145
H 0.68499 -1.21911 1.07668 -0.0650 0.1629 0.0688
H -1.19147 -0.55182 2.03140 0.0062 0.1682 0.1769
H -1.61520 -2.75021 1.58289 -0.0323 0.0043 -0.0400
H -3.24285 0.10152 0.90831 0.0013 -0.0596 -0.0260
H -1.80322 1.08574 0.70115 0.0622 -0.0652 0.0174
H -2.60640 0.98685 -1.45336 -0.0317 -0.0450 0.0210
H -3.18178 -0.66274 -1.36602 0.0646 -0.1310 0.0344
H -0.96357 -0.08858 -2.57760 0.0212 -0.1213 -0.0484
C -2.19332 -1.06421 4.80996 -0.1707 -0.0422 0.1387
Cl -1.19768 0.34101 4.33563 -0.0195 -0.1701 -0.2294
Cl -1.16742 -2.35810 5.41461 0.0300 -0.0068 -0.0672
Cl -3.40115 -0.58625 5.98096 0.0686 0.0077 0.0190
H -2.70510 -1.42963 3.92690 -0.0273 0.0505 0.0126
C 4.15712 -1.32188 -5.19311 0.0413 0.0328 -0.0078
Cl 3.97971 -2.92187 -5.89540 -0.0114 0.0117 0.0134
Cl 2.62483 -0.44090 -5.21652 -0.0776 -0.0611 -0.0070
Cl 4.79399 -1.41228 -3.54834 0.0445 -0.0425 -0.0384
H 4.86170 -0.75660 -5.78969 -0.0123 -0.0060 -0.0011
C 5.11605 3.05409 -6.83557 -0.0177 0.0184 -0.0151
Cl 4.52606 3.53604 -8.41857 0.0069 -0.0100 0.0103
Cl 3.78708 2.90550 -5.68268 0.0356 0.0464 0.0167
Cl 6.03294 1.54474 -6.93420 0.0165 -0.0099 0.0022
H 5.78794 3.82044 -6.47218 -0.0007 -0.0043 -0.0066
C 2.72527 2.77659 5.04394 0.0218 -0.0527 0.0650
Cl 1.11035 2.75004 4.31215 0.0219 0.1127 -0.0766
Cl 2.62841 2.47607 6.76991 -0.0064 0.0010 -0.0007
Cl 3.78340 1.60936 4.25160 -0.0291 0.0116 0.0898
H 3.13709 3.76521 4.88873 -0.0110 -0.0028 -0.0126
C -5.88608 -2.17885 -0.28694 -0.0178 0.1272 0.0696
Cl -6.50003 -0.51621 -0.30476 0.0795 -0.0204 -0.0103
Cl -6.97228 -3.22407 0.61893 0.0165 -0.1332 -0.0827
Cl -5.60785 -2.77611 -1.91611 -0.0076 0.0133 0.0046
H -4.93676 -2.16310 0.23123 0.0418 -0.0460 0.0181
C -7.80935 -1.54767 3.61013 -0.0430 0.0137 -0.0241
Cl -6.38641 -0.57920 4.04190 0.0221 -0.0291 -0.0435
Cl -7.68157 -3.17378 4.27729 0.0068 0.0401 0.0009
Cl -9.28497 -0.74958 4.12716 0.0136 -0.0124 0.0250
H -7.82784 -1.63426 2.53200 -0.0070 0.0409 0.0284
```
Positions in Å, forces in eV/Å.

- HOMO level (eV) = -12.74
- total charge = +1
- gap between HOMO and LUMO (eV) = 9.9

***

Record 3
ORCA calculation (ωB97M-V with the def2-TZVPD basis set) on C15H27Cl6CuO7 as an isolated structure in a non-equilibrium geometry.

```
56
Properties=species:S:1:pos:R:3:forces:R:3
Cu 4.41271 -4.91565 1.50121 -0.1193 0.0786 -0.0441
C 0.96552 -0.95180 0.32868 -0.1378 -1.7116 -0.7120
O 1.36247 -2.31986 0.32528 0.4714 1.3360 0.3150
H 0.00799 -0.94257 -0.19203 -0.1701 0.6976 0.4470
H 0.97355 -0.59561 1.35881 -0.4345 -0.1534 0.3016
H 1.67120 -0.27572 -0.15405 0.4041 -0.2692 -0.2896
C 4.14383 4.63776 3.24028 -0.1492 -0.4775 -0.5320
C 4.29022 3.75423 4.45414 -0.1295 0.5347 -0.4599
C 5.35112 4.29822 5.38244 0.4441 0.2374 0.2504
O 4.66621 4.44682 6.60720 0.4243 -0.0812 1.3613
C 3.38808 4.05834 6.51163 -1.5958 -0.2305 2.5680
O 2.60847 3.92598 7.44873 1.9617 0.4975 -2.3819
O 3.10885 3.83978 5.23455 -1.2212 -0.4706 -0.5124
H 3.87818 5.65720 3.52001 -0.0224 -0.0907 0.1379
H 3.37585 4.23474 2.58005 -0.0212 0.1490 -0.0733
H 5.08406 4.67371 2.69003 0.0469 -0.0295 -0.0459
H 4.40107 2.69377 4.22776 0.3067 0.0487 -0.2567
H 5.69875 5.28848 5.08811 0.0422 -0.0394 -0.1517
H 6.21491 3.64535 5.50783 -0.0713 -0.0320 0.0916
C -3.89802 0.87193 -3.46729 1.3229 -0.2159 1.1880
C -4.60828 0.70125 -2.10726 0.5544 -0.5461 -1.8667
C -4.49674 1.84644 -1.15925 1.8398 0.2718 0.9286
O -5.77138 2.40447 -1.10381 0.1234 1.0615 0.9328
C -6.55476 1.75475 -1.93522 -6.3772 1.9682 -1.3012
O -7.72610 2.10676 -2.22611 4.1528 -1.1865 1.2074
O -5.97826 0.70149 -2.42782 -0.4047 -1.5723 -0.5206
H -4.39083 0.35401 -4.29010 -0.1207 0.2620 0.2058
H -2.88747 0.47446 -3.37294 0.1331 -0.3485 -0.1047
H -3.68473 1.92692 -3.63935 -0.6605 0.0922 -0.3965
H -4.36503 -0.21021 -1.56124 -0.0218 -0.2852 -0.5140
H -3.76868 2.60570 -1.44483 -0.0747 0.0823 -0.2383
H -4.14251 1.43714 -0.21317 -0.4872 0.4211 0.4736
Cl -5.49627 -2.42558 3.69126 0.2401 -0.2686 -0.2329
C -3.96618 -3.36909 3.75850 0.0338 0.7116 0.6718
C -3.66529 -3.72071 5.22992 0.2187 0.1141 -0.6686
Cl -3.24903 -2.25013 6.17909 -0.1533 -0.1995 -0.2246
H -3.18039 -2.71538 3.37994 -0.0465 0.0612 0.0982
H -4.03031 -4.20115 3.05733 -0.2417 -0.2452 0.4750
H -2.76562 -4.33398 5.28095 -0.2169 -0.1919 -0.0049
H -4.51199 -4.19869 5.72261 0.1615 0.0117 -0.1224
Cl 4.37299 -0.05675 -6.21629 0.5499 0.1169 0.9575
C 4.88258 0.78732 -4.68842 0.1651 1.5136 -0.7639
C 4.46792 2.27604 -4.77979 -0.0914 0.1014 0.2776
Cl 2.75915 2.45804 -5.17305 -0.5754 0.1546 0.0587
H 5.96841 0.85576 -4.62213 0.0590 -0.6419 -0.1953
H 4.49602 0.27527 -3.80724 -0.2380 0.0639 -0.3166
H 5.01090 2.89163 -5.49695 0.1487 -0.7309 -0.4419
H 4.63067 2.84830 -3.86649 -0.0111 -0.5730 0.4310
Cl -0.36416 -6.91818 -6.02245 -0.1517 0.2949 0.6694
C -0.34909 -5.96569 -4.48930 -1.2897 -0.2986 0.8513
C -1.79430 -5.80845 -3.82706 0.8349 0.0615 -1.6565
Cl -2.88386 -4.99572 -5.02486 0.1885 -0.2305 0.5605
H 0.14909 -5.02497 -4.72379 -0.3331 -0.0151 0.1660
H 0.23240 -6.53955 -3.76773 0.2065 0.0610 -0.1443
H -1.83040 -5.21036 -2.91651 0.4711 0.0956 -0.1844
H -2.21354 -6.78623 -3.58979 0.0622 0.0347 -0.2682
```
Positions in Å, forces in eV/Å.

- HOMO level (spin up / spin down) (eV) = -11.60 / -11.60
- multiplicity = 2
- total charge = +1
- gap between HOMO and LUMO (spin up / spin down) (eV) = 3.5 / 3.5

***

Record 4
ORCA calculation (ωB97M-V with the def2-TZVPD basis set) on C15H27F6IO10P2 as an isolated structure in a non-equilibrium geometry.

```
61
Properties=species:S:1:pos:R:3:forces:R:3
C -0.74045 -1.69028 4.35381 -0.0213 0.9282 0.0846
C -1.20085 -0.51753 3.25326 -0.6752 -0.3472 0.8914
C -0.57083 0.92403 3.70109 -1.0727 0.1477 0.9892
C -1.00558 -0.94793 1.69908 -0.0046 -0.6455 -0.1498
C 0.31174 -0.38075 0.92470 0.2668 0.3385 -1.5033
C 0.13693 1.17063 0.32899 -0.5853 -0.0222 -0.2612
C 1.74402 -0.60370 1.72006 -0.6199 -1.8913 -0.1240
O 2.64929 0.55693 1.67401 -5.0718 0.1713 1.1071
O 3.83268 0.04109 1.37000 6.2866 1.3953 -2.6025
P 4.39322 1.13441 0.08680 -2.8592 -1.7018 -3.8028
O 3.72415 0.62934 -1.25721 2.9781 2.2598 5.4075
O 6.14095 1.15810 -0.00803 -3.3138 -0.9667 2.2904
O 3.71564 2.71477 0.53233 3.2626 -1.7741 -0.3542
P 4.63439 3.97515 -0.24621 1.7027 -0.0566 -0.0729
O 6.15129 4.23955 0.60660 -2.5261 -1.8763 0.5118
I 3.39828 6.12639 0.08597 0.2037 -0.7293 0.4544
H -1.40565 -2.65623 4.28311 1.3596 2.0721 0.1508
H 0.37956 -2.00701 4.24598 -2.0379 0.6455 0.1063
H -0.86022 -1.15243 5.41239 0.1933 -1.5186 -2.1690
H -2.37951 -0.42047 3.42775 2.5329 -0.1459 -0.3789
H 0.59486 0.99698 3.68218 -2.2385 -0.0988 -0.3180
H -1.11744 1.80709 3.12433 1.4907 -1.8708 1.0813
H -0.88231 1.07538 4.84424 0.6951 -0.3198 -2.4294
H -0.95301 -2.13835 1.63468 -0.1624 2.5114 0.2472
H -1.98659 -0.65132 1.10149 2.2146 -0.4710 1.0633
H 0.41472 -1.04628 -0.06330 -0.2348 1.4528 2.1776
H -0.70497 1.16584 -0.51602 1.7943 -0.1643 1.8667
H 1.11100 1.58291 -0.17162 -1.7688 -0.9966 1.0438
H -0.21617 1.93987 1.13395 0.7890 -1.5472 -1.3984
H 1.63077 -0.90892 2.84297 -0.0156 0.7126 -2.0766
H 2.32994 -1.49850 1.18967 -1.3444 2.0508 1.1412
H 6.50978 0.56805 0.72864 -0.6607 1.0595 -1.2808
H 6.33339 3.47792 1.24232 -0.3109 1.4235 -1.1123
C -7.43690 -1.73281 0.68507 -0.0009 -0.3555 -0.0382
C -6.42404 -0.96905 1.51783 -0.4020 0.3812 -0.6081
O -5.93993 -1.78528 2.59545 1.5708 -1.3132 0.2125
C -4.94818 -2.67872 2.27553 -0.6648 1.5037 -2.7227
O -4.48162 -2.81012 1.14853 -0.7266 -0.0563 2.8285
C -4.49450 -3.44457 3.51942 0.6269 -1.5601 2.0074
F -5.53895 -3.88740 4.27891 0.6665 0.5864 -0.9830
F -3.72779 -2.67425 4.34154 -0.7536 -0.2387 -0.9334
F -3.74880 -4.54653 3.22578 -0.7756 1.2736 -0.2183
H -8.24387 -2.11648 1.31716 0.0595 0.1932 -0.0458
H -7.86742 -1.08866 -0.08705 0.0779 -0.0453 0.1309
H -6.97732 -2.59775 0.19755 0.0150 0.2016 -0.0052
H -6.90534 -0.09731 1.97363 0.2021 -0.3050 0.2222
H -5.59511 -0.59821 0.90624 0.0001 -0.2603 0.1568
C 3.27799 0.67988 -4.10055 0.0288 -0.2331 -0.2462
C 1.96808 1.04996 -4.77126 0.1777 -0.2824 0.8593
O 2.20144 1.51699 -6.10890 0.0556 -0.9216 -2.0733
C 2.37377 0.54638 -7.06409 -0.4712 -1.4812 2.8408
O 2.34626 -0.65765 -6.83038 0.1254 2.6683 -1.1201
C 2.56386 1.17920 -8.44360 0.5549 0.9421 -2.2898
F 3.43598 2.22943 -8.42883 -0.7097 -0.9782 0.4011
F 1.39455 1.66451 -8.94789 0.6725 -0.5169 0.7655
F 3.04411 0.30412 -9.37107 -0.5039 0.5080 1.2905
H 3.97935 1.51937 -4.13636 -0.1796 -0.0072 0.1358
H 3.11246 0.40083 -3.05595 -0.0072 0.1450 -0.5284
H 3.76101 -0.15896 -4.61051 -0.1638 0.0300 0.0253
H 1.49636 1.87473 -4.22667 0.0990 0.0281 -0.4053
H 1.26152 0.21363 -4.76754 0.1796 0.0690 -0.2392
```
Positions in Å, forces in eV/Å.

- HOMO level (eV) = -9.42
- gap between HOMO and LUMO (eV) = 8.7

***

Number 1: DFT total energy -68874.31672 eV. Number 2: DFT total energy -246415.95670 eV. Number 3: DFT total energy -150086.79677 eV. Number 4: DFT total energy -79446.96321 eV.